Entry from the Open Molecules 2025 dataset: C6H2InO4 as an isolated structure (ωB97M-V/def2-TZVPD).

XYZ file:
```
13
Properties=species:S:1:pos:R:3:forces:R:3
In 2.134 -32.113 -1.700 -0.3892 2.2318 -3.2952
C 2.782 -35.618 0.384 0.1733 1.3398 -2.5847
C 2.588 -34.380 -0.195 -1.7827 2.3522 1.1079
C 2.371 -33.078 0.809 2.3021 -2.0011 1.7496
O 2.153 -31.944 0.299 0.1168 -0.5682 2.1288
C 2.841 -33.264 2.184 -1.6428 1.8614 -3.4464
C 3.209 -34.521 2.626 2.0100 -2.1112 5.1248
C 2.964 -35.736 1.749 -0.8661 -5.3256 3.4561
O 2.783 -36.956 2.136 1.1013 4.7722 -0.1405
O 3.653 -34.575 3.825 -1.3876 -0.5442 -4.0324
O 2.214 -34.093 -1.385 0.6774 -2.5227 0.6970
H 2.705 -36.579 -0.104 -0.0711 0.1673 -0.5958
H 3.042 -32.456 2.872 -0.2415 0.3483 -0.1691
```
Forces are in eV/Å.

Frontier orbital gap: 3.7 eV
Net charge: +1
Energy: -19604.35521 eV
Energy above the lowest of the compared OMol25 structures with the same formula, charge and spin: 61.4 kcal per mole
HOMO energy: -13.18 eV

Entry from the Open Molecules 2025 dataset: C6H2NO2S2 as an isolated structure (ωB97M-V/def2-TZVPD).

XYZ file:
```
13
Properties=species:S:1:pos:R:3:forces:R:3
C -0.145 0.473 -0.223 -0.1061 -0.1581 -0.1745
C 0.316 -0.785 -0.028 0.1299 -0.1684 0.1541
C 0.361 1.390 0.752 0.6525 -0.4832 0.6166
C 1.182 0.719 1.627 1.4495 4.2440 3.6157
C 1.673 2.162 2.950 -1.9700 -3.6226 -3.9463
C 1.859 1.602 4.397 -0.1823 0.7709 -0.3119
N 0.127 2.707 0.879 -0.2212 1.3198 0.2142
O 2.887 1.008 4.648 0.9376 -0.5648 0.1600
O 0.836 1.865 5.026 -0.5771 0.0444 0.8051
S 1.386 -0.942 1.338 -0.2145 0.1723 -0.1972
S 0.790 3.360 2.223 0.2970 -1.4303 -0.5035
H -0.843 0.755 -0.992 -0.0738 -0.0088 -0.2104
H 0.090 -1.673 -0.587 -0.1216 -0.1152 -0.2220
```
Forces are in eV/Å.

Frontier orbital gap: 7.2 eV
Net charge: -1
Energy: -33508.19897 eV
Energy above the lowest of the compared OMol25 structures with the same formula, charge and spin: 65.8 kcal per mole
HOMO energy: -4.14 eV

Entry from the Open Molecules 2025 dataset: a 8-piece molecular cluster, C6H30N2O7 overall (ωB97M-V/def2-TZVPD).

XYZ file:
```
45
Properties=species:S:1:pos:R:3:forces:R:3
C -1.378 -3.454 0.006 -0.9322 0.5108 0.8647
C -0.355 -2.791 0.904 1.2505 0.1201 1.3804
N -0.515 -1.344 0.952 -0.4288 0.5298 -0.6374
C -0.403 -0.682 -0.360 0.6114 -1.0745 0.2817
C 0.145 -0.528 1.982 0.5543 -1.2983 -1.0603
C 1.624 -0.030 1.756 -0.7409 -0.5647 1.9853
C 1.946 0.652 3.113 -0.0009 0.3953 -0.7995
N 2.477 -1.156 1.425 0.6385 0.0300 -0.9268
H -2.200 -3.780 0.646 0.0148 -0.4369 -0.0732
H -0.999 -4.287 -0.567 0.0275 -0.0470 -0.2532
H -1.881 -2.696 -0.595 0.3976 -0.2022 -0.5606
H -0.427 -3.160 1.942 -0.4965 0.1479 -0.1915
H 0.682 -3.101 0.706 0.0342 0.1887 -0.8315
H 0.157 0.224 -0.194 -0.2121 0.3955 -0.4577
H 0.229 -1.326 -0.988 -0.0403 0.2397 -0.2513
H -1.336 -0.500 -0.896 -0.0479 0.1498 0.1776
H -0.566 0.289 2.116 0.5196 0.3399 0.6068
H 0.270 -1.179 2.857 -0.5519 0.3551 0.2219
H 1.771 0.743 1.011 -0.2301 -0.1182 -0.4168
H 2.126 -0.030 3.943 0.0194 -0.1924 -0.1651
H 2.798 1.322 2.978 0.0026 -0.0466 0.2828
H 1.061 1.243 3.339 0.1367 0.3498 0.3645
H 3.460 -0.885 1.403 -0.2999 -0.0369 0.0459
H 2.404 -1.980 2.008 -0.2851 0.2620 0.2403
O -3.515 -0.571 1.423 0.9798 -0.2219 -0.1635
H -2.869 -0.605 2.154 -0.4289 -0.2279 -0.2846
H -2.960 -0.904 0.683 -0.4229 0.1694 0.5973
O 1.448 0.782 -4.060 -0.6578 0.3473 -0.0991
H 0.660 1.362 -4.074 0.5091 -0.2801 0.0971
H 1.094 -0.114 -4.102 -0.0116 0.0056 -0.0804
O -0.509 3.392 -2.760 0.9392 0.3247 -0.7747
H 0.313 3.692 -2.331 -0.2334 -0.4544 -0.3215
H -1.114 3.683 -2.098 -1.0618 0.1528 0.7264
O -2.036 0.987 -3.371 0.1527 0.6445 0.1991
H -1.609 1.875 -3.377 -0.1248 -0.8911 -0.0353
H -1.623 0.450 -4.050 -0.0040 0.1483 -0.1491
O 0.983 2.916 -0.567 0.3805 -0.1721 0.0792
H 0.760 2.194 0.034 -0.1960 0.3027 0.0196
H 1.569 2.456 -1.186 0.1411 -0.0523 0.3009
O -2.803 2.133 1.417 0.4247 -0.5753 0.5582
H -3.178 2.570 0.659 -0.2634 -0.0468 -0.3390
H -3.061 1.182 1.384 -0.2076 0.8225 -0.3218
O 2.552 0.598 -1.544 0.1493 0.1827 0.3253
H 2.141 0.690 -2.426 0.2672 -0.5644 0.1397
H 2.669 -0.332 -1.295 -0.2721 0.3890 -0.3007
```
Forces are in eV/Å.

Frontier orbital gap: 8.5 eV
Energy: -24020.81599 eV
SMILES: CCN(C)C[C@@H](C)N.O.O.O.O.O.O.O
Energy above the lowest of the compared OMol25 structures with the same formula, charge and spin: 52.6 kcal per mole
HOMO energy: -8.37 eV

Entry from the Open Molecules 2025 dataset: a 9-piece molecular cluster, C6H31N2O8 overall (ωB97M-V/def2-TZVPD).

XYZ file:
```
47
Properties=species:S:1:pos:R:3:forces:R:3
C -2.801 0.264 1.107 0.5202 1.2125 0.0248
C -1.662 0.190 0.035 -0.3745 -1.7521 0.7894
C -0.421 -0.283 0.775 0.2326 -1.8188 -1.6537
C 0.534 0.472 1.358 1.3044 -1.7145 0.3871
N 1.630 -0.298 2.033 -0.4716 4.5490 -1.3535
C 2.852 -0.027 1.239 0.0059 -0.4671 1.2668
C 2.737 -0.007 -0.316 2.3901 0.3261 1.0075
N -2.425 1.517 2.022 1.1358 -3.6818 1.8068
H -2.804 -0.609 1.826 -0.0732 0.8938 -1.1933
H -3.832 0.482 0.671 1.3840 -0.3327 0.7566
H -1.979 -0.555 -0.759 0.4706 0.8680 0.9888
H -1.388 1.104 -0.456 -0.7299 0.5425 -0.1343
H -0.362 -1.499 0.624 0.2338 3.4698 1.3148
H 0.735 1.628 1.380 -0.8750 -2.3485 -0.1680
H 1.463 -1.235 2.054 -1.0992 -3.1515 -0.2523
H 3.665 -0.737 1.627 -0.9984 1.2260 -0.6145
H 3.020 1.027 1.587 0.8814 -0.8506 -0.7666
H 2.005 0.791 -0.517 1.1089 0.2863 -0.5524
H 3.908 0.097 -0.480 -2.5439 0.7292 -0.7486
H 2.457 -0.828 -0.985 -0.0498 -0.4731 1.1471
H -1.432 1.843 1.955 -0.9966 -0.4812 -0.6236
H -2.478 1.163 3.040 -0.4068 1.0231 -1.8343
H -3.019 2.215 1.704 -1.2049 2.0186 0.0795
H 0.150 -2.179 -1.440 0.3189 0.7007 -0.2702
H 0.380 -2.971 -0.145 0.4826 0.0155 0.4515
O -0.062 -2.982 -0.987 -0.6713 -0.9618 -0.3165
H 0.965 -0.431 -4.279 1.3149 -1.2740 -4.5157
H 1.208 -0.376 -2.961 3.9147 -1.2936 4.5618
O 0.577 -0.142 -3.528 -5.2416 2.5352 0.0513
H -1.346 0.116 -3.296 0.0147 -0.0613 0.1073
H -2.769 0.253 -3.693 -2.9799 -0.9054 -3.3719
O -2.216 0.454 -3.021 2.9146 0.6100 3.0145
H 3.610 -0.791 -3.468 0.6125 1.3727 -1.3171
H 3.381 -2.181 -3.193 -0.4605 -6.3803 -3.1053
O 3.450 -1.414 -2.798 -0.0895 4.8827 4.0054
H -1.524 1.952 -2.584 -0.3199 -0.9989 -0.6868
H -0.141 2.547 -2.281 5.8063 -1.1499 -0.6838
O -1.006 2.664 -2.230 -5.4883 2.5276 1.4711
H -0.317 0.331 4.127 0.0920 -0.5219 -0.1576
H -0.669 -0.864 3.239 1.7915 -4.0371 -1.3471
O -0.956 -0.069 3.524 -2.1620 4.4264 2.5854
H -0.164 -4.262 1.985 -1.0440 -2.5849 -0.9443
H 0.516 -3.468 2.933 1.0107 0.3182 1.5430
O 0.063 -3.382 2.120 0.0871 2.2196 -0.5586
H -1.378 3.038 -0.436 0.4212 -0.3383 0.0962
H -1.036 4.206 0.394 0.1525 -0.5476 0.5715
O -1.117 3.235 0.494 -0.3211 1.3736 -0.8583
```
Forces are in eV/Å.

Frontier orbital gap: 9.0 eV
Net charge: +1
Energy: -26075.65603 eV
Energy above the lowest of the compared OMol25 structures with the same formula, charge and spin: 152.0 kcal per mole
HOMO energy: -11.27 eV

Question: Look up the frontier orbital gap of the third one.
Answer: 8.5 eV